1.
ORCA calculation (wB97M-V/def2-TZVPD) on a 2-piece molecular cluster, C5H7N3O2 overall.

- structure (SMILES) = Nc1ccccn1.O=NO
- net charge = 0
- HOMO-LUMO gap (eV) = 8.950

The geometry in XYZ format:
```
17
C5H7N3O2 (wB97M-V/def2-TZVPD)
C 1.138 1.590 -0.239
O -2.614 0.428 1.253
H -0.646 -2.468 1.363
C 0.749 1.142 1.080
H -0.808 -2.825 -0.151
N 0.166 -0.012 1.257
H -1.732 0.591 1.624
H -0.009 -1.076 -2.077
C 0.329 -0.467 -1.154
C 0.925 0.795 -1.364
H 1.673 2.542 -0.244
C -0.111 -0.816 0.167
N -2.426 0.382 -0.124
O -3.428 0.192 -0.734
H 0.740 1.868 1.900
H 1.117 1.034 -2.494
N -0.712 -2.001 0.456
```

=====

2.
ORCA calculation (wB97M-V/def2-TZVPD) on C17H24N2O2S as an isolated structure.

- net charge = 0
- HOMO-LUMO gap (eV) = 7.965

The geometry in XYZ format:
```
46
C17H24N2O2S (wB97M-V/def2-TZVPD)
O -3.733 0.626 -0.105
C 1.565 -2.216 -1.147
H 4.890 -1.450 2.310
H -0.058 3.921 0.339
C 0.473 -2.686 -2.153
H -0.482 -2.178 -1.763
N 0.763 2.088 0.014
C 1.738 -0.734 -0.932
H -6.240 -1.422 1.109
H -1.546 0.133 1.792
C 2.765 -0.270 -0.295
H 0.690 -1.943 -3.179
H 3.967 1.376 -0.279
O -3.021 -0.967 -1.072
H -0.984 0.647 -1.346
C 2.170 1.950 -0.396
H -1.924 2.753 0.821
C 3.358 -2.411 0.353
H 4.108 0.211 2.296
H 3.821 -3.069 0.743
H 2.151 -3.994 -0.546
H 0.110 3.277 -1.057
C 4.553 -0.693 1.416
C -5.129 -0.882 1.171
C -1.469 0.894 -0.577
C 0.374 1.324 1.205
C 3.499 -1.122 0.693
C 2.226 -3.012 -0.364
H -4.808 -0.537 2.058
H 1.155 0.661 1.647
C -2.840 0.092 -0.561
H -2.146 2.864 -1.109
C -1.563 2.310 -0.197
H -5.593 1.110 0.183
H 0.346 -3.622 -2.098
H 0.166 1.687 2.169
H 1.289 0.131 -1.710
H 5.443 -0.186 0.999
H -4.588 -1.629 0.805
N 3.055 1.211 0.017
H -0.292 -0.809 0.410
C -4.901 0.190 0.021
C -0.142 2.844 -0.315
H -5.174 -0.256 -0.997
S 2.722 3.553 -1.000
C -0.766 0.236 0.629
```

=====

3.
ORCA calculation (wB97M-V/def2-TZVPD) on a 4-piece molecular cluster, C15H27ClO10P2 overall.

- structure (SMILES) = O=P(O)(O)P(Cl)CCCO.O=C1CCCO1.O=C1CCCO1.O=C1CCCO1
- net charge = 0
- HOMO-LUMO gap (eV) = 8.739

The geometry in XYZ format:
```
55
C15H27ClO10P2 (wB97M-V/def2-TZVPD)
C 3.170 -4.731 -4.441
O -2.768 2.631 -1.389
C -4.743 2.549 -0.113
H -3.611 -2.108 3.925
H 0.414 0.989 0.364
Cl -2.527 -3.070 -0.095
C 1.574 -0.515 0.602
P -1.486 -2.104 1.379
H -2.935 4.614 -0.855
C 2.183 -5.571 -3.637
H 1.415 -2.253 -0.642
H 2.060 3.009 1.009
O -3.504 -2.952 3.466
C 4.029 -4.115 -3.334
O -1.139 -2.397 4.316
C 0.414 3.792 2.110
H -4.585 2.931 0.896
H -3.299 4.259 -2.550
O 3.172 -3.420 -1.160
H 4.864 -4.758 -3.054
H 1.346 6.781 1.774
H 2.621 -0.719 0.502
C 2.496 4.929 1.975
C -3.479 1.833 -0.553
O -0.449 3.023 2.403
O -3.120 0.744 -0.237
H -0.034 -1.320 -0.568
H 2.637 -3.943 -4.973
H -5.425 3.301 -2.015
H 2.258 2.903 2.775
H 2.572 -6.566 -3.410
H 1.368 -0.441 1.656
O -1.642 -4.592 3.221
C -3.418 3.911 -1.526
O 1.292 0.755 0.040
C 1.359 5.761 1.400
H 3.729 -5.310 -5.172
H 1.218 -5.676 -4.124
O 2.007 -4.859 -2.398
H -1.430 -1.475 4.354
O 0.156 5.092 1.826
C 0.261 -2.560 1.139
H 2.692 5.235 3.003
C 1.897 3.520 1.959
H -5.588 1.868 -0.125
C -4.874 3.667 -1.149
H -5.377 4.560 -0.784
H 0.760 -2.352 2.067
C 3.060 -4.049 -2.167
P -1.952 -3.202 3.215
H 0.376 -3.608 0.943
H 3.423 5.026 1.415
H 4.394 -3.124 -3.584
C 0.793 -1.679 0.011
H 1.372 5.786 0.308
```

=====

4.
ORCA calculation (wB97M-V/def2-TZVPD) on a 2-piece molecular cluster, CH3O3 overall.

- net charge = +1
- HOMO-LUMO gap (spin up / spin down) (eV) = 9.654 / 9.670

The geometry in XYZ format:
```
7
CH3O3 (wB97M-V/def2-TZVPD)
H 0.374 0.184 0.932
O -1.636 1.153 0.241
H 0.526 0.430 -0.689
O -1.924 2.021 -0.682
C 0.064 -0.130 0.040
O -2.876 2.751 -0.615
H -0.578 -0.967 0.066
```

=====

5.
ORCA calculation (wB97M-V/def2-TZVPD) on a 15-piece molecular cluster, C36H52N15 overall.

- net charge = -1
- HOMO-LUMO gap (eV) = 3.524

The geometry in XYZ format:
```
103
C36H52N15 (wB97M-V/def2-TZVPD)
N -7.736 -0.532 8.534
C 2.170 6.829 2.248
H -1.495 0.556 4.781
H -8.552 -3.958 -0.144
H 5.832 1.353 1.558
H -0.435 -3.691 -0.373
C 5.280 2.463 -4.002
C 2.537 3.774 -0.854
C -1.581 -3.985 1.364
H 8.248 1.280 -5.851
N -2.526 -3.782 1.987
H -7.144 -4.409 0.836
H 2.682 6.581 3.176
H 1.332 -3.972 -3.932
C 2.337 2.439 -0.559
H -4.093 -3.080 -1.968
H 5.322 -1.558 -0.927
H 4.455 3.148 -3.810
C 3.814 -2.866 -0.312
C 6.044 0.815 2.481
C -8.665 -1.164 8.772
C -6.711 -3.241 -0.852
H -8.101 2.285 5.883
H -3.965 -1.342 -1.694
H 1.815 5.602 -1.667
H -5.180 -0.190 1.495
C -2.272 -2.230 -2.541
C 1.604 4.553 -1.479
C -9.671 0.931 6.231
C 3.380 1.627 0.171
C 0.169 2.659 -1.551
H 5.105 0.475 2.914
H -2.012 -0.074 3.204
C 5.435 1.546 -2.873
C 0.675 0.425 -0.628
H 3.338 0.565 -0.070
C -1.366 1.916 3.183
C 1.115 1.869 -0.917
C 8.774 2.202 -6.096
H 9.043 2.190 -7.150
C 6.908 -0.334 2.200
H -10.747 -1.355 8.936
H 6.192 3.035 -4.143
H 2.633 -4.836 -8.296
H -9.900 -2.821 8.409
H 0.619 -2.352 -3.877
H 1.596 7.742 2.390
C 7.912 3.352 -5.818
N 5.557 0.828 -1.985
H 5.069 1.898 -4.908
H 1.760 -2.859 -2.620
H 6.537 1.486 3.181
N -1.347 -2.186 -3.219
C 5.189 -2.622 -0.725
H -3.104 -2.469 -0.634
N 3.506 -2.028 -5.119
H 0.538 -0.151 -1.555
C 1.517 -2.934 -3.680
H 1.493 6.017 1.985
H -7.646 0.577 5.800
H -3.046 1.067 4.092
H 5.898 -2.922 0.045
H 3.280 1.699 1.263
N 3.913 7.154 0.329
H -9.812 -2.309 10.105
H -7.433 -5.208 -0.721
H 0.507 -3.927 1.106
N -10.779 0.630 6.156
C -8.259 1.304 6.327
H -7.959 1.330 7.367
C 2.632 -2.427 -4.483
H -6.305 1.161 1.282
H -0.804 2.272 -1.826
C -0.380 -4.244 0.564
N -5.539 1.098 4.345
H 3.474 4.239 -0.544
H -0.307 -5.309 0.349
C -3.436 -2.284 -1.656
C -7.510 -4.267 -0.179
C 1.551 -5.135 -6.523
H 1.407 -0.094 0.015
H -4.557 1.466 1.375
C 0.400 3.981 -1.847
C -5.475 0.988 3.202
C -2.019 0.799 3.858
C 2.733 -5.371 -7.354
N -6.076 -2.441 -1.379
N 7.584 -1.237 1.979
H 2.835 -6.436 -7.557
C -9.854 -1.961 9.075
C -5.373 0.848 1.750
N 7.228 4.249 -5.599
N 0.630 -4.949 -5.863
C 3.149 7.019 1.177
H 5.403 -3.178 -1.636
H 9.679 2.266 -5.496
H -0.412 1.326 0.757
H 3.622 -5.017 -6.836
N -0.861 2.788 2.634
N 2.708 -3.065 -0.076
N -0.579 0.517 0.156
H -0.372 4.547 -2.359
H 4.363 1.987 -0.151
```

=====

6.
ORCA calculation (wB97M-V/def2-TZVPD) on an isolated ion of composition C4H11N2S and charge -1.

- structure (SMILES) = C[C@H](C[S-])NCN
- net charge = -1
- HOMO-LUMO gap (eV) = 6.317

The geometry in XYZ format:
```
18
C4H11N2S (wB97M-V/def2-TZVPD)
H -0.433 0.295 -2.324
H -1.107 1.891 0.624
N -1.108 1.307 -0.211
H 0.889 1.573 0.003
H -1.557 -0.551 1.616
C 0.640 -0.386 0.656
C 0.526 0.376 -1.808
H -2.821 -1.220 0.914
H -0.031 -1.239 0.539
H -2.312 -0.173 -0.983
H 1.239 1.061 -2.256
C 0.280 0.734 -0.343
N -2.411 -0.322 1.149
H 0.555 0.029 1.667
H 0.970 -0.622 -1.831
C -2.280 0.460 -0.085
S 2.348 -1.026 0.452
H -3.155 1.108 -0.172
```